1.
Below is an isolated ion of composition C5H8N and charge +1, with properties calculated with ωB97M-V/def2-TZVPD.

Geometry as ORCA input:
```
! wB97M-V def2-TZVPD RIJCOSX def2/J DEFGRID3
* xyz 1 1
C -0.928 -0.550 -1.395
C 1.592 -0.644 -0.052
C -0.662 -1.232 -0.086
C 0.479 -0.825 -0.940
C -0.164 1.011 0.939
N 0.197 -0.332 0.654
H -1.223 -1.214 -2.123
H -1.009 0.531 -1.315
H 2.150 -1.532 0.392
H 2.327 0.095 -0.489
H -1.073 -2.082 0.405
H 0.679 1.825 1.213
H -0.868 1.474 0.168
H -0.625 1.119 1.876
*
```

HOMO energy (eV): -15.53
LUMO energy (Eh): -0.169
HOMO-LUMO gap (eV): 10.9
SMILES string: C[N@+]12C[C@]13C[C@@H]32
Electronic energy (a.u.): -249.590026
Relative energy (zero: lowest compared OMol25 entry of this formula, charge and spin) (kJ/mol): 617.3

Löwdin population analysis, charges in e, atoms 1 to 8: atom 1 (C): 0.074, atom 2 (C): 0.068, atom 3 (C): -0.086, atom 4 (C): -0.016, atom 5 (C): -0.046, atom 6 (N): -0.047, atom 7 (H): 0.113, atom 8 (H): 0.104

2.
Below is a 3-piece molecular cluster, C7H18N2O overall, with properties calculated with ωB97M-V/def2-TZVPD.

Geometry as ORCA input:
```
! wB97M-V def2-TZVPD RIJCOSX def2/J DEFGRID3
* xyz 0 1
C -2.005 0.814 -0.751
C -1.762 1.386 -2.121
C -2.774 -0.470 -0.719
C -0.503 -1.111 2.542
N -1.628 1.322 0.337
H -0.873 -0.319 1.907
H -1.139 2.211 0.254
H -1.131 2.269 -2.075
H -1.289 0.644 -2.761
H -2.715 1.657 -2.580
H -3.801 -0.284 -1.051
H -2.804 -0.863 0.293
H -2.333 -1.205 -1.387
H -0.449 -2.039 1.985
H 0.487 -0.851 2.902
H -1.168 -1.238 3.389
C 1.380 -1.001 -0.751
C 2.004 1.165 0.203
N 2.300 -0.239 0.047
C 3.366 -0.774 0.660
O 4.159 -0.171 1.345
H 3.456 -1.860 0.465
H 1.416 -0.671 -1.794
H 1.637 -2.058 -0.708
H 2.005 1.665 -0.768
H 2.772 1.600 0.839
H 1.027 1.288 0.673
H 0.362 -0.866 -0.376
*
```

HOMO energy (eV): -9.29
LUMO energy (Eh): 0.024
HOMO-LUMO gap (eV): 9.9
SMILES string: CN(C)C=O.CC(C)=N.C
Electronic energy (a.u.): -462.248947
Relative energy (zero: lowest compared OMol25 entry of this formula, charge and spin) (kJ/mol): 86.4

Löwdin population analysis, charges in e, atoms 1 to 8: atom 1 (C): -0.506, atom 2 (C): -0.044, atom 3 (C): -0.054, atom 4 (C): -0.047, atom 5 (N): 0.127, atom 6 (H): -0.031, atom 7 (H): 0.055, atom 8 (H): 0.073

3.
Below is an isolated ion of composition C9H13N2O and charge +1, with properties calculated with ωB97M-V/def2-TZVPD.

Geometry as ORCA input:
```
! wB97M-V def2-TZVPD RIJCOSX def2/J DEFGRID3
* xyz 1 1
C -3.677 0.364 0.098
C -3.120 -0.884 0.115
C -2.955 1.547 -0.118
C -1.780 -1.048 -0.028
C -1.572 1.386 -0.400
C -1.029 0.073 -0.349
C 2.345 0.334 0.965
C 2.308 0.984 -0.508
C 0.296 -0.169 -0.779
N 0.822 -1.210 -1.472
N 1.177 -0.511 0.995
O 0.999 0.987 -0.927
H -4.692 0.334 0.223
H -3.621 -1.836 0.247
H -3.611 2.369 -0.133
H -1.400 -2.097 -0.065
H -0.835 2.079 -0.696
H 3.199 -0.197 1.173
H 2.189 1.034 1.681
H 2.753 1.924 -0.591
H 3.023 0.511 -1.239
H 1.505 -1.050 -2.216
H 0.105 -1.876 -1.683
H 1.542 -1.445 0.845
H 0.725 -0.440 1.912
*
```

HOMO energy (eV): -13.07
LUMO energy (Eh): -0.130
HOMO-LUMO gap (eV): 9.5
SMILES string: NCCOC(=[NH2+])c1ccccc1
Electronic energy (a.u.): -535.199920
Relative energy (zero: lowest compared OMol25 entry of this formula, charge and spin) (kJ/mol): 228.6

Löwdin population analysis, charges in e, atoms 1 to 8: atom 1 (C): -0.048, atom 2 (C): -0.069, atom 3 (C): 0.010, atom 4 (C): -0.039, atom 5 (C): 0.058, atom 6 (C): -0.181, atom 7 (C): -0.094, atom 8 (C): -0.119